Entry from the OMol25 dataset: a cluster of 6 separate species, C16H36FNO8S4 in total in a non-equilibrium geometry (wB97M-V/def2-TZVPD).

The geometry in ORCA input format:
```
! wB97M-V def2-TZVPD RIJCOSX def2/J DEFGRID3
* xyz 0 1
N -0.13 2.07 -0.54
H 0.10 2.14 -1.49
H 0.61 1.70 0.01
H -0.89 1.67 -0.53
H -0.38 2.85 -0.10
F 2.03 3.84 0.25
C 2.97 -0.86 -1.28
C 4.41 -0.33 -1.24
C 4.27 1.02 -1.96
S 2.91 0.73 -3.15
O 3.49 0.56 -4.49
O 1.76 1.43 -2.85
C 2.53 -0.92 -2.72
H 2.16 -0.31 -0.69
H 2.94 -1.90 -0.91
H 5.14 -0.96 -1.84
H 5.01 -0.14 -0.19
H 5.18 1.35 -2.40
H 3.81 1.68 -1.39
H 3.28 -1.92 -2.99
H 1.37 -1.12 -2.90
C -6.18 2.87 -2.26
C -6.18 2.71 -0.66
C -4.84 2.00 -0.36
S -3.70 2.46 -1.52
O -3.17 1.32 -2.18
O -2.74 3.23 -0.74
C -4.80 3.30 -2.67
H -7.00 3.57 -2.49
H -6.31 1.99 -2.82
H -7.01 2.11 -0.24
H -6.26 3.80 -0.19
H -4.65 0.81 -0.47
H -4.45 2.21 0.80
H -4.55 2.91 -3.54
H -4.59 4.26 -2.62
C 3.24 1.10 4.25
C 3.01 -0.27 5.04
C 1.68 -0.74 4.22
S 1.89 -0.31 2.51
O 0.66 0.37 2.15
O 2.36 -1.48 1.86
C 3.21 0.77 2.69
H 4.31 1.52 4.36
H 2.63 1.99 4.38
H 2.99 -0.06 5.98
H 3.73 -1.08 4.89
H 0.82 -0.08 4.14
H 1.30 -1.62 4.20
H 2.85 1.68 2.11
H 4.21 0.65 2.16
C -1.32 -4.86 -0.41
C -0.34 -4.56 0.74
C -0.55 -3.11 1.18
S -1.29 -2.30 -0.21
O -0.48 -1.21 -0.78
O -2.60 -2.01 0.35
C -1.39 -3.63 -1.28
H -2.33 -4.81 0.10
H -1.09 -5.76 -0.79
H 0.69 -4.54 0.36
H -0.33 -5.37 1.48
H 0.43 -2.51 1.48
H -1.44 -2.89 2.01
H -0.74 -3.55 -2.06
H -2.26 -3.44 -1.76
*
```

Calculated total energy, Ha: -2980.1214
HOMO-LUMO gap, eV: 7.520
Molecular weight, Da: 517.73